Record 1
Computed, not measured: C58H47F3O3P2RhSb as an isolated structure, with wB97M-V/def2-TZVPD.

Element x y z (Å)
Rh1 -0.318 -0.266 -0.550
O1 -1.121 2.112 -1.084
C1 -0.900 3.218 -0.254
C2 -0.173 2.526 1.259
O2 0.000 3.327 2.123
O3 0.029 1.325 1.066
C3 0.134 4.144 -0.840
C4 1.487 4.099 -0.516
C5 2.383 4.938 -1.161
C6 1.941 5.818 -2.138
C7 0.597 5.852 -2.479
C8 -0.306 5.023 -1.834
C9 -2.139 3.792 0.276
C10 -3.361 3.109 0.133
C11 -4.526 3.682 0.593
C12 -4.488 4.925 1.224
C13 -3.277 5.595 1.398
C14 -2.106 5.026 0.950
H1 -0.739 2.310 -1.954
H2 1.854 3.424 0.248
H3 3.428 4.916 -0.885
H4 2.641 6.482 -2.628
H5 0.241 6.533 -3.240
H6 -1.359 5.055 -2.089
H7 -3.378 2.149 -0.366
H8 -5.469 3.169 0.463
H9 -5.405 5.365 1.593
H10 -3.257 6.554 1.896
H11 -1.160 5.524 1.114
C15 0.056 -3.026 -2.800
C16 -0.675 -2.001 -3.667
P1 -0.341 -0.325 -2.995
C17 -1.159 0.829 -4.126
C18 -2.557 0.818 -4.131
C19 -3.254 1.684 -4.955
C20 -2.561 2.579 -5.762
C21 -1.174 2.605 -5.745
C22 -0.468 1.738 -4.923
C23 1.451 -0.112 -3.197
C24 2.133 0.382 -2.085
C25 3.500 0.598 -2.126
C26 4.202 0.283 -3.281
C27 3.537 -0.241 -4.383
C28 2.164 -0.426 -4.352
P2 -0.191 -2.678 -0.999
C29 0.556 -4.152 -0.245
C30 -0.146 -5.012 0.595
C31 0.482 -6.139 1.106
C32 1.810 -6.397 0.802
C33 2.522 -5.525 -0.011
C34 1.902 -4.400 -0.528
C35 -2.001 -2.826 -0.815
C36 -2.656 -1.720 -0.272
C37 -4.031 -1.699 -0.119
C38 -4.767 -2.809 -0.513
C39 -4.132 -3.906 -1.079
C40 -2.754 -3.920 -1.234
H12 1.132 -2.978 -2.983
H13 -0.271 -4.045 -3.008
H14 -1.753 -2.170 -3.642
H15 -0.353 -2.054 -4.708
H16 -3.092 0.126 -3.487
H17 -4.335 1.665 -4.969
H18 -3.104 3.261 -6.402
H19 -0.636 3.299 -6.377
H20 0.615 1.766 -4.910
H21 1.573 0.608 -1.164
H22 4.010 1.012 -1.269
H23 5.270 0.450 -3.323
H24 4.092 -0.502 -5.275
H25 1.650 -0.799 -5.231
H26 -1.176 -4.803 0.850
H27 -0.075 -6.815 1.741
H28 2.294 -7.275 1.209
H29 3.559 -5.725 -0.248
H30 2.461 -3.715 -1.157
H31 -2.057 -0.844 0.059
H32 -4.528 -0.839 0.309
H33 -5.840 -2.819 -0.370
H34 -4.718 -4.758 -1.399
H35 -2.267 -4.782 -1.674
F1 2.054 -5.982 5.902
C41 1.677 -4.963 5.128
C42 0.704 -4.094 5.592
C43 0.316 -3.037 4.785
C44 0.918 -2.858 3.545
C45 1.876 -3.756 3.085
C46 2.268 -4.816 3.885
Sb1 0.411 -1.154 2.346
C47 2.372 -0.315 2.125
C48 2.718 0.892 2.725
C49 3.997 1.406 2.571
C50 4.916 0.692 1.822
F2 6.147 1.188 1.657
C51 4.597 -0.511 1.220
C52 3.307 -1.001 1.358
C53 -0.511 0.107 3.807
C54 -1.764 0.654 3.556
C55 -2.355 1.500 4.479
C56 -1.672 1.786 5.647
F3 -2.238 2.601 6.538
C57 -0.429 1.246 5.925
C58 0.149 0.391 4.999
H36 0.268 -4.248 6.570
H37 -0.449 -2.354 5.132
H38 2.324 -3.636 2.106
H39 3.023 -5.520 3.561
H40 1.995 1.446 3.309
H41 4.287 2.341 3.031
H42 5.351 -1.042 0.652
H43 3.038 -1.932 0.868
H44 -2.289 0.420 2.635
H45 -3.334 1.930 4.313
H46 0.066 1.488 6.856
H47 1.110 -0.061 5.215

Cartesian forces (eV/Å) of the 6 atoms listed first:
0.3773 0.8228 0.6571
-0.0337 -0.1481 -0.0856
-0.3307 0.4400 -0.4623
0.4077 -0.2343 0.8668
-0.0813 -0.0968 -0.4229
-0.1424 -0.0643 -0.3326

Its HOMO energy (spin up / spin down) is -12.11 / -13.12 eV. Its total charge is +2. Its spin multiplicity is 5. The expectation value of S² is 6.038. The calculation puts the LUMO energy (spin up / spin down) at -4.22 / -8.11 eV. As for the HOMO-LUMO gap (spin up / spin down): 7.9 / 5.0 eV.

Record 2
Computed, not measured: C58H48I2O2P2RuS as an isolated structure, with wB97M-V/def2-TZVPD.

Element x y z (Å)
Ru1 0.103 -0.187 -0.807
O1 -0.599 -0.260 2.123
S1 -0.016 0.782 1.244
C1 -0.918 2.272 1.458
C2 -1.403 2.430 2.743
C3 -2.011 3.615 3.177
C4 -2.082 4.662 2.297
C5 -2.625 6.061 2.467
C6 -2.412 6.742 1.089
C7 -1.820 5.661 0.214
C8 -1.477 5.655 -1.106
C9 -0.994 4.456 -1.659
C10 -0.791 3.295 -0.932
P1 -0.540 1.794 -1.911
C11 -2.182 1.538 -2.647
C12 -2.568 2.083 -3.872
C13 -3.883 1.929 -4.311
C14 -4.815 1.261 -3.518
C15 -4.435 0.739 -2.289
C16 -3.120 0.867 -1.859
C17 0.668 2.253 -3.174
C18 1.739 3.062 -2.796
C19 2.741 3.365 -3.706
C20 2.681 2.861 -4.999
C21 1.611 2.065 -5.385
C22 0.611 1.754 -4.475
C23 -1.067 3.297 0.465
C24 -1.622 4.490 0.973
C25 1.509 1.150 2.172
C26 1.667 2.371 2.849
C27 2.508 2.511 3.944
C28 3.196 1.377 4.401
C29 4.060 1.156 5.602
C30 4.594 -0.285 5.434
C31 3.934 -0.792 4.196
C32 4.018 -2.036 3.538
C33 3.335 -2.190 2.351
C34 2.512 -1.178 1.786
P2 2.091 -1.262 -0.003
C35 3.634 -0.478 -0.564
C36 3.635 0.899 -0.779
C37 4.820 1.558 -1.068
C38 6.010 0.844 -1.135
C39 6.016 -0.528 -0.915
C40 4.834 -1.192 -0.622
C41 2.134 -3.005 -0.462
C42 1.488 -3.950 0.340
C43 1.466 -5.283 -0.046
C44 2.056 -5.670 -1.243
C45 2.663 -4.726 -2.061
C46 2.706 -3.391 -1.675
C47 2.341 0.046 2.489
C48 3.119 0.206 3.645
H1 -1.306 1.596 3.433
H2 -2.391 3.689 4.189
H3 -2.109 6.586 3.270
H4 -3.678 6.031 2.748
H5 -1.733 7.591 1.158
H6 -3.342 7.127 0.671
H7 -1.609 6.528 -1.735
H8 -0.784 4.438 -2.724
H9 -1.860 2.624 -4.488
H10 -4.185 2.351 -5.263
H11 -5.837 1.152 -3.863
H12 -5.160 0.222 -1.670
H13 -2.831 0.452 -0.902
H14 1.769 3.490 -1.800
H15 3.563 4.008 -3.415
H16 3.464 3.097 -5.711
H17 1.550 1.691 -6.402
H18 -0.215 1.128 -4.787
H19 1.085 3.227 2.535
H20 2.579 3.467 4.449
H21 3.455 1.252 6.508
H22 4.853 1.901 5.688
H23 4.370 -0.926 6.291
H24 5.683 -0.307 5.325
H25 4.649 -2.837 3.909
H26 3.474 -3.112 1.802
H27 2.706 1.448 -0.729
H28 4.819 2.628 -1.246
H29 6.937 1.358 -1.359
H30 6.945 -1.082 -0.968
H31 4.850 -2.262 -0.450
H32 1.005 -3.645 1.264
H33 0.993 -6.023 0.590
H34 2.041 -6.712 -1.542
H35 3.117 -5.029 -2.998
H36 3.199 -2.662 -2.308
I1 0.196 -1.546 -3.109
I2 -2.314 -0.994 -5.146
C49 -6.129 -6.101 1.355
C50 -5.022 -5.196 0.896
C51 -4.866 -3.920 1.426
C52 -3.864 -3.067 1.006
C53 -3.786 -1.692 1.620
C54 -2.960 -3.524 0.014
C55 -1.902 -2.714 -0.512
O2 -1.667 -1.515 -0.262
C56 -3.100 -4.832 -0.531
C57 -2.185 -5.385 -1.606
C58 -4.124 -5.630 -0.081
H37 -6.777 -5.614 2.082
H38 -5.720 -7.007 1.807
H39 -6.738 -6.419 0.506
H40 -5.554 -3.581 2.194
H41 -4.456 -1.627 2.475
H42 -4.084 -0.927 0.896
H43 -2.776 -1.443 1.936
H44 -1.256 -3.210 -1.242
H45 -2.255 -4.813 -2.536
H46 -2.462 -6.411 -1.839
H47 -1.140 -5.386 -1.295
H48 -4.244 -6.625 -0.500

Cartesian forces (eV/Å) of the 6 atoms listed first:
-0.1764 0.3082 0.3439
0.3276 0.5463 -0.1069
-0.6523 -1.1479 0.2850
-0.0691 0.1202 -0.2554
-0.0848 -0.0779 0.0815
-0.0617 0.0120 0.1644

Its HOMO energy (spin up / spin down) is -14.89 / -14.94 eV. Its total charge is +3. Its spin multiplicity is 6. The expectation value of S² is 8.799. The calculation puts the LUMO energy (spin up / spin down) at -8.05 / -10.79 eV. As for the HOMO-LUMO gap (spin up / spin down): 6.8 / 4.1 eV.

What is the formula in the second record? C58H48I2O2P2RuS

Look up the spin multiplicity of the second one. 6

Number 1 is which compound? C58H47F3O3P2RhSb

The highest total charge belongs to which entry? C58H48I2O2P2RuS